C41H71N4O5 | the ωB97M-V functional and the def2-TZVPD basis

```
121
Properties=species:S:1:pos:R:3:forces:R:3:mulliken_charge:R:1
C 22.038000 103.874000 55.612000 5.8 10.3 6.3 -1.434
N 22.541000 103.483000 56.937000 0.9 2.3 -0.8 0.238
C 23.359000 104.420000 57.578000 0.1 1.7 0.7 -0.385
C 24.365000 104.127000 58.430000 -0.8 -2.6 0.7 -0.512
C 24.740000 102.747000 58.589000 -0.8 -2.8 -1.3 0.909
C 23.932000 101.760000 57.805000 -0.8 -1.6 -1.1 -0.742
C 22.848000 102.183000 57.066000 0.0 -2.5 0.7 -0.249
C 25.713000 102.210000 59.442000 1.5 1.9 3.3 0.987
C 25.928000 102.936000 60.800000 1.5 -3.2 -2.5 -0.663
C 26.900000 102.369000 61.635000 -3.2 3.3 -1.9 -0.254
N 27.654000 101.333000 61.272000 1.6 -2.1 3.0 0.223
C 27.455000 100.671000 60.123000 3.8 -4.5 -0.8 -0.045
C 26.617000 101.061000 59.212000 -5.0 1.1 -3.0 -0.768
C 28.312000 100.661000 62.434000 3.8 0.4 1.4 -1.082
H 21.143000 104.441000 55.735000 0.0 1.6 0.0 0.259
H 21.728000 103.223000 55.118000 -4.4 -11.4 -7.2 0.834
H 22.931000 104.279000 54.989000 -1.8 0.1 1.1 0.307
H 23.294000 105.546000 57.534000 -1.2 -1.4 -0.9 0.379
H 24.722000 104.817000 59.157000 0.7 1.0 -0.1 0.164
H 23.990000 100.553000 57.715000 0.5 3.2 1.0 0.102
H 22.052000 101.470000 56.616000 1.8 1.2 0.6 0.302
H 25.330000 103.804000 61.016000 0.2 0.3 0.4 0.249
H 27.087000 102.915000 62.529000 0.4 -0.3 0.8 0.433
H 28.166000 99.666000 59.811000 -2.0 3.1 1.6 0.197
H 26.346000 100.435000 58.308000 1.0 0.8 1.1 0.278
H 28.837000 101.549000 63.109000 -2.2 -2.3 -1.2 0.324
H 29.307000 100.148000 62.208000 -1.3 0.7 -0.8 0.366
H 27.824000 99.767000 62.984000 -0.3 2.1 -0.8 0.305
C 21.491000 101.041000 66.324000 2.0 3.1 1.7 -1.282
N 21.831000 102.166000 65.361000 -1.1 -3.6 2.6 0.021
C 20.882000 103.110000 65.403000 0.7 0.5 -1.4 -0.373
C 21.197000 104.355000 65.118000 4.1 2.3 -0.3 -0.857
C 22.671000 104.730000 64.957000 0.7 0.5 -0.1 0.322
C 23.615000 103.612000 64.978000 2.6 2.6 -0.8 -0.234
C 23.149000 102.368000 65.148000 -1.6 3.0 0.0 -0.500
C 23.209000 106.130000 64.827000 -1.5 -1.1 0.7 1.006
C 22.499000 107.174000 65.551000 0.7 1.0 -2.0 -0.832
C 22.974000 108.497000 65.317000 -1.8 -3.9 0.5 -0.304
N 24.077000 108.718000 64.539000 -0.6 1.2 2.2 0.518
C 24.730000 107.739000 63.901000 3.3 0.4 -3.9 -0.397
C 24.348000 106.475000 63.959000 -3.5 -1.9 2.9 -0.722
C 24.892000 109.818000 65.040000 -1.0 2.6 1.8 -0.852
H 21.797000 100.194000 65.855000 2.0 -2.7 -0.4 0.458
H 20.527000 100.803000 66.566000 -3.4 0.4 -0.7 0.471
H 21.758000 101.345000 67.416000 0.9 -0.9 -2.0 0.337
H 19.912000 102.729000 65.428000 -1.5 -0.3 0.4 0.458
H 20.493000 105.106000 64.936000 -1.0 0.9 0.0 0.554
H 24.889000 103.744000 64.924000 -4.2 -0.2 0.0 0.163
H 23.862000 101.671000 65.209000 1.8 -3.4 0.4 0.548
H 21.543000 106.912000 66.098000 1.5 0.7 -0.6 0.378
H 22.380000 109.284000 65.749000 0.7 0.7 0.0 0.445
H 25.619000 107.940000 63.067000 -2.3 -0.1 2.5 0.091
H 24.678000 105.635000 63.441000 1.3 -0.5 -1.4 0.690
H 25.526000 109.473000 65.899000 0.3 0.0 -1.5 0.361
H 24.254000 110.576000 65.702000 0.8 -1.4 -2.1 0.307
H 25.299000 110.350000 64.165000 0.5 -0.1 0.9 0.135
C 25.717000 107.407000 60.383000 -3.6 -4.9 -2.0 0.302
O 25.758000 106.308000 61.140000 1.2 -1.9 2.6 -0.733
H 24.649000 107.225000 60.011000 0.2 1.9 -0.5 -0.133
H 26.280000 107.255000 59.508000 1.4 0.6 -1.5 0.014
H 25.829000 108.264000 60.874000 0.6 4.2 1.8 -0.027
C 18.463000 106.251000 57.606000 0.6 5.4 0.2 -1.184
C 19.341000 107.079000 58.535000 2.7 -0.9 -0.2 -0.458
O 20.460000 107.747000 57.863000 -0.9 -0.9 -0.6 -0.317
C 21.473000 108.428000 58.566000 -1.5 -0.1 3.0 -0.148
C 22.037000 109.348000 57.652000 2.3 5.1 1.8 -1.207
H 17.510000 105.971000 57.923000 -1.3 -0.4 0.8 0.389
H 19.008000 105.548000 57.202000 2.6 -4.5 -1.6 0.228
H 18.403000 106.936000 56.747000 -0.8 0.0 0.1 0.318
H 19.819000 106.624000 59.373000 0.1 -1.5 0.6 0.392
H 18.861000 107.829000 58.996000 -2.6 2.9 1.4 0.480
H 22.249000 107.896000 59.014000 1.2 -2.6 0.3 0.220
H 21.274000 109.039000 59.500000 -1.5 -0.5 -0.7 0.311
H 21.273000 110.148000 57.581000 0.7 -0.2 -1.0 0.288
H 22.303000 108.869000 56.783000 0.6 -0.6 -2.3 0.472
H 23.024000 109.874000 58.182000 -2.4 -1.4 -1.5 0.201
C 31.515000 111.970000 59.161000 -3.9 2.9 12.6 -1.615
C 30.736000 110.984000 60.162000 2.5 -1.5 -1.7 -0.148
O 29.414000 111.327000 60.115000 -0.6 0.1 0.8 -0.258
C 28.790000 110.929000 61.302000 -0.3 3.8 0.1 -0.806
C 27.377000 111.290000 61.142000 -2.9 -2.0 -1.6 -0.245
H 31.500000 111.980000 58.220000 -2.1 0.4 -7.6 0.540
H 32.462000 111.923000 59.307000 6.6 -1.5 1.3 0.662
H 31.516000 113.033000 59.956000 -0.8 -2.1 -3.4 0.201
H 31.085000 110.754000 61.312000 -0.1 1.4 -2.8 0.322
H 30.843000 110.003000 59.649000 0.0 -0.1 0.6 0.130
H 29.246000 111.435000 62.180000 -0.1 0.4 -0.4 0.515
H 28.892000 109.964000 61.575000 0.4 -3.8 0.1 0.499
H 27.211000 112.352000 60.789000 -0.1 -1.2 1.1 0.258
H 26.793000 110.789000 61.954000 0.2 1.7 0.2 -0.119
H 26.905000 110.582000 60.327000 1.2 1.5 0.7 0.070
C 25.296000 113.984000 64.568000 -1.1 -7.1 -1.8 -1.241
C 24.665000 113.861000 63.217000 -3.3 -0.5 2.9 -0.668
O 24.539000 112.492000 62.880000 0.8 0.3 2.3 0.004
C 23.922000 112.311000 61.692000 -6.4 -1.9 4.4 -0.982
C 23.745000 110.859000 61.522000 -2.9 0.2 -4.6 -0.078
H 25.432000 114.882000 64.829000 1.5 7.2 1.5 0.648
H 26.309000 113.488000 64.322000 -1.5 0.2 1.9 0.192
H 24.499000 113.686000 65.370000 2.0 -0.7 -1.2 0.199
H 25.189000 114.165000 62.459000 3.9 2.7 -3.9 0.544
H 23.770000 114.535000 63.128000 -0.3 -1.3 0.2 0.377
H 24.151000 112.937000 60.974000 1.9 2.8 -3.9 0.716
H 22.729000 112.589000 61.973000 2.4 0.2 -1.3 0.282
H 22.900000 110.672000 62.171000 0.7 -1.4 0.6 0.387
H 24.640000 110.304000 61.464000 0.7 -1.0 0.5 -0.337
H 23.200000 110.738000 60.427000 1.4 0.1 2.4 -0.047
C 28.878000 108.317000 57.965000 -1.3 -1.9 4.6 -0.705
C 29.432000 108.712000 56.776000 -0.6 2.9 -8.6 -0.233
O 29.859000 107.546000 56.002000 0.6 1.8 0.9 -0.267
C 30.659000 107.820000 54.820000 0.8 1.1 3.8 -0.061
C 30.970000 106.547000 54.303000 -1.2 -3.4 -5.6 -1.317
H 28.657000 109.251000 58.561000 -0.1 -1.4 -0.2 0.157
H 29.693000 107.709000 58.385000 -0.1 0.4 0.9 0.278
H 28.088000 107.513000 57.905000 0.2 1.5 -0.1 0.187
H 30.184000 109.508000 56.803000 0.6 -0.6 0.5 0.212
H 28.605000 109.413000 56.028000 1.7 -2.1 1.8 0.183
H 31.720000 108.340000 55.031000 -2.7 -0.3 -0.2 0.217
H 29.983000 108.253000 54.161000 -0.5 2.0 -1.4 0.288
H 31.155000 105.748000 54.921000 2.2 -1.1 2.1 0.423
H 31.600000 106.702000 53.381000 0.0 -0.7 1.2 0.324
H 30.101000 105.896000 53.856000 0.4 2.0 0.2 0.273
```
Positions in Å, forces in eV/Å.

Computed properties:
* orbital gap: 2.0978 eV
* total charge: +1
* LUMO: -4.9 eV
* E_HOMO: -7.0 eV



C41H74B2N6O2S4Sr | the ωB97M-V functional and the def2-TZVPD basis

```
130
Properties=species:S:1:pos:R:3:forces:R:3:mulliken_charge:R:1
Sr -0.079301 -0.112935 0.139434 0.5 -0.4 -0.6 1.807
C 3.817846 -3.014479 0.122361 0.0 -0.1 0.1 -0.687
C 4.212705 -1.571164 -0.152773 0.0 0.0 0.0 -0.992
S 3.070469 -0.595650 -1.167786 0.0 -0.1 0.0 0.655
C 3.313862 -1.375054 -2.790958 0.0 0.1 0.0 -1.264
C 2.339468 -2.483641 -3.160980 0.0 0.0 0.0 0.082
S 0.704098 -1.830504 -3.580535 0.0 0.0 0.0 0.222
C -0.235806 -3.382650 -3.603148 0.0 0.0 -0.1 -1.037
C -0.107744 -4.238598 -2.350940 0.0 0.0 0.1 -1.143
S -0.336135 -3.217859 -0.870508 -0.2 -0.1 0.1 0.462
C 0.057648 -4.413318 0.418098 0.0 0.0 0.0 0.120
C 1.550619 -4.601200 0.647738 0.1 0.0 0.1 -1.063
S 2.373865 -3.077200 1.219334 0.0 0.1 -0.1 0.107
H 4.665640 -3.529401 0.578797 0.0 0.0 0.0 0.512
H 3.580933 -3.531457 -0.807230 0.0 0.0 0.0 0.234
H 5.193043 -1.539753 -0.632811 0.0 0.0 0.0 0.538
H 4.296866 -1.010117 0.780341 0.0 -0.1 0.0 0.136
H 4.334436 -1.762422 -2.803065 0.0 0.0 0.0 0.651
H 3.271605 -0.573456 -3.528958 0.0 0.0 0.0 0.306
H 2.214818 -3.168727 -2.325539 0.1 0.0 0.0 -0.638
H 2.738339 -3.033627 -4.017406 0.0 0.0 0.0 0.553
H 0.052427 -3.964557 -4.480180 0.0 0.0 0.0 0.506
H -1.270541 -3.065675 -3.741617 0.0 0.0 0.0 0.322
H 0.862708 -4.736182 -2.318037 0.0 0.0 0.0 0.443
H -0.870948 -5.018629 -2.372674 0.0 0.0 0.0 0.555
H -0.409271 -5.371398 0.176835 0.0 0.0 0.0 0.750
H -0.411803 -4.026015 1.318897 0.0 0.0 0.0 -0.673
H 2.061048 -4.930951 -0.259364 0.0 0.0 0.0 0.390
H 1.694501 -5.375194 1.403160 0.0 0.0 0.0 0.619
C 2.157812 1.412418 4.547987 0.0 0.0 -0.1 -2.126
C 1.839743 1.153971 3.076713 0.0 0.0 0.0 3.016
C 3.130746 1.049121 2.258679 0.0 0.0 0.0 -1.411
C 0.945571 2.221988 2.516587 0.0 0.1 0.0 -1.388
C 0.894883 3.581748 2.839773 0.0 0.1 -0.2 -1.329
C -0.034843 4.131221 1.972138 0.0 -0.1 0.2 0.105
C -0.350833 5.600419 1.869839 0.1 0.0 0.0 0.189
C -1.738656 5.983163 2.383839 0.0 0.0 -0.1 -1.354
C -0.084831 6.184085 0.475705 0.0 0.0 0.1 -1.327
N -0.530478 3.125094 1.218427 0.1 0.1 -0.1 -0.005
N 0.093763 1.963127 1.531507 0.0 0.2 0.3 2.398
B -1.610950 3.180459 0.111799 0.0 0.1 0.1 -0.403
N -0.960896 3.079494 -1.284877 -0.2 -0.1 -0.1 0.444
N -0.024389 2.135288 -1.578061 0.2 0.2 0.1 0.473
C 0.381749 2.393463 -2.818248 -0.2 0.0 -0.1 -0.672
C -0.330751 3.471303 -3.357598 0.0 0.0 0.0 -0.675
C -1.191664 3.870566 -2.352703 0.1 0.0 0.0 -0.280
C -2.299999 4.880134 -2.435716 0.0 0.0 0.0 1.605
C -1.894697 6.089520 -3.272645 0.0 0.0 0.0 -1.896
C -3.560031 4.204076 -2.989252 0.0 0.0 0.0 -1.495
C 1.513405 1.649037 -3.453802 0.0 0.0 0.0 3.190
C 2.828528 2.387374 -3.187714 0.0 0.0 0.0 -1.615
C 1.293554 1.437074 -4.948773 0.0 0.0 0.0 -1.790
N -2.687328 2.074886 0.241757 -0.2 0.1 0.1 0.740
N -2.411157 0.783694 -0.068537 -0.3 0.0 -0.1 0.768
C -3.564288 0.125448 -0.089851 0.0 0.0 0.0 -0.921
C -4.617965 0.998708 0.198538 0.0 0.0 0.1 -0.688
C -4.019220 2.229493 0.411953 -0.1 -0.1 0.0 -0.500
C -4.673318 3.497304 0.877459 0.0 0.0 0.0 1.475
C -4.538320 3.600833 2.402617 0.0 0.0 0.0 -1.407
C -6.139807 3.556751 0.458570 0.0 0.0 0.0 -1.877
C -3.591994 -1.334941 -0.435706 0.0 0.0 0.0 2.865
C -3.578196 -1.528864 -1.953916 0.0 0.0 0.0 -1.448
C -4.781845 -2.048542 0.197865 0.0 0.0 0.0 -1.950
H 2.723305 0.578804 4.968773 0.0 0.0 0.0 0.456
H 1.243662 1.538809 5.127609 0.0 0.0 0.0 0.427
H 2.762002 2.315511 4.661970 0.0 0.0 0.0 0.383
H 1.296147 0.206348 3.009334 0.0 0.0 0.0 -1.223
H 3.689144 1.987164 2.301574 0.0 0.0 0.0 0.301
H 2.918332 0.846683 1.204942 0.0 0.0 0.0 0.112
H 3.768726 0.252854 2.650084 0.0 0.0 0.0 0.509
H 1.476362 4.116511 3.572137 0.0 0.0 0.0 0.448
H 0.382069 6.057151 2.540698 0.0 0.0 0.0 0.539
H -2.514215 5.563740 1.742395 0.0 0.0 0.1 -0.027
H -1.852545 7.069194 2.383056 0.0 0.0 0.0 0.476
H -1.898252 5.618667 3.399517 0.0 0.0 0.0 0.324
H -0.932462 6.029128 -0.185905 -0.1 -0.1 -0.1 0.049
H 0.792901 5.729369 0.014103 0.0 0.0 0.0 0.284
H 0.084894 7.260151 0.549897 0.0 0.0 0.0 0.571
H -2.162604 4.231623 0.221137 0.1 -0.1 -0.1 -1.037
H -0.238478 3.895460 -4.343029 0.0 0.0 0.0 0.396
H -2.537998 5.221843 -1.428734 0.0 0.0 0.0 -0.366
H -1.696090 5.802548 -4.307100 0.0 0.0 0.0 0.345
H -0.995549 6.557653 -2.869704 0.0 0.0 0.0 0.350
H -2.696995 6.829091 -3.283216 0.0 0.0 0.0 0.431
H -3.383788 3.838676 -4.003033 0.0 0.0 0.0 0.335
H -4.394640 4.908260 -3.016550 0.0 0.0 0.0 0.411
H -3.844605 3.351538 -2.367729 0.0 0.0 0.0 0.257
H 1.548528 0.671793 -2.966919 0.0 0.0 0.0 -2.013
H 2.792381 3.382639 -3.636062 0.0 0.0 0.0 0.464
H 3.681705 1.856551 -3.618755 0.0 0.0 0.0 0.382
H 2.998895 2.498523 -2.116929 0.0 0.0 0.0 0.339
H 1.265545 2.394156 -5.473947 0.0 0.0 0.0 0.466
H 0.357123 0.913025 -5.137573 0.0 0.0 0.0 0.380
H 2.107489 0.849592 -5.379760 0.0 0.0 0.0 0.381
H -5.666144 0.764231 0.266521 0.0 0.0 0.0 0.407
H -4.157523 4.345626 0.422254 0.0 0.0 0.0 -0.275
H -5.117210 2.804538 2.876382 0.0 0.0 0.0 0.365
H -4.912230 4.560765 2.764273 0.0 0.0 0.0 0.364
H -3.498977 3.489767 2.715111 0.0 0.0 0.0 0.186
H -6.708513 2.741660 0.909625 0.0 0.0 0.0 0.327
H -6.245475 3.489949 -0.625134 0.0 0.0 0.0 0.377
H -6.586291 4.494874 0.791865 0.0 0.0 0.0 0.442
H -2.678140 -1.780973 -0.027953 0.0 0.0 0.0 -1.288
H -4.460640 -1.073264 -2.409321 0.0 0.0 0.0 0.413
H -3.572215 -2.593380 -2.200813 0.0 0.0 0.0 0.390
H -2.693464 -1.063625 -2.396420 0.0 0.0 0.0 0.176
H -5.723581 -1.697191 -0.231441 0.0 0.0 0.0 0.374
H -4.815389 -1.878163 1.274364 0.0 0.0 0.0 0.336
H -4.714564 -3.123359 0.022405 0.0 0.0 0.0 0.446
C -2.500417 -3.476313 4.848055 0.0 0.0 0.0 -2.087
C -1.366960 -2.586877 4.369152 0.0 0.0 0.0 1.605
C -0.102306 -2.876049 5.172376 0.0 0.0 0.0 -2.005
O -1.076967 -2.907933 2.992388 0.0 0.0 0.0 -1.132
B -0.732958 -1.742794 2.277278 -0.2 -0.2 0.1 -1.412
O -0.980715 -0.652076 3.127506 0.0 0.1 0.1 1.103
C -1.708300 -1.072284 4.298986 0.0 0.0 0.0 2.095
C -3.184210 -0.798347 4.025390 0.1 0.0 0.0 -1.787
C -1.242744 -0.252381 5.488173 0.0 0.0 0.0 -2.025
H -2.170804 -4.516082 4.847113 0.0 0.0 0.0 0.444
H -3.368607 -3.393765 4.197365 0.0 0.0 0.0 0.320
H -2.794810 -3.211154 5.866709 0.0 0.0 0.0 0.402
H 0.162608 -3.926017 5.041549 0.0 0.0 0.0 0.485
H -0.247862 -2.683118 6.236731 0.0 0.0 0.0 0.315
H 0.729075 -2.270000 4.808660 0.0 0.0 0.0 0.261
H -3.520054 -1.365205 3.156184 0.0 0.0 0.0 0.083
H -3.304444 0.262799 3.801891 0.0 0.0 0.0 0.489
H -3.809005 -1.051925 4.883737 0.0 0.0 0.0 0.327
H -0.166973 -0.334219 5.629648 0.0 0.0 0.0 0.331
H -1.743716 -0.575782 6.404052 0.0 0.0 0.0 0.389
H -1.486656 0.797314 5.315113 0.0 0.0 0.0 0.426
```
Positions in Å, forces in eV/Å.

Computed properties:
* orbital gap: 6.2542 eV
* LUMO: 0.2 eV
* E_HOMO: -6.0 eV



We obtain energy above the lowest of the compared OMol25 structures with the same formula, charge and spin values of 777.4; 0.0 kJ/mol for the records listed above, in that order.